(1)
This record from the OMol25 dataset describes 2 unconnected molecules or ions with the total composition C3H7N2O2 in a non-equilibrium geometry. The level of theory is ωB97M-V/def2-TZVPD.

Geometry as XYZ:
```
14
Properties=species:S:1:pos:R:3:forces:R:3:nbo_charge:R:1
C 1.22583 -0.23770 0.24571 4.2 2.1 2.4 0.15
C 0.53564 -1.19103 -0.43007 -4.2 2.8 -0.1 0.01
C -0.83802 0.16644 0.92714 -2.1 -1.3 -1.8 0.36
N 0.50299 0.40487 1.13368 0.8 -1.1 0.6 -0.50
N -0.80085 -0.77881 -0.21248 -0.9 -2.2 -0.7 -0.47
O 0.79964 0.39650 -2.30855 1.3 1.0 1.0 -0.48
O -1.36882 1.33255 0.49343 -2.6 -1.1 -2.1 -0.65
H 2.28193 0.13336 0.24952 -0.8 -1.3 -0.6 0.28
H -1.44316 -0.33855 1.66742 0.2 0.2 1.0 0.20
H 0.77514 0.95085 1.91600 0.9 0.6 0.3 0.45
H 0.95201 -1.58176 -1.27988 0.4 -1.9 -1.8 0.26
H -1.77327 -1.10496 -0.64899 3.2 0.6 1.2 0.48
H 0.18670 -0.16893 -2.74759 -1.1 -0.9 -1.0 0.42
H -1.03577 2.01716 0.99467 0.8 2.7 1.6 0.48
```
Positions in Å, forces in eV/Å.

Output
- Total charge: +1
- Frontier orbital gap (spin up / spin down): 7.9 / 9.5 eV
- HOMO level (spin up / spin down): -13.69 / -15.87 eV
- E_LUMO (spin up / spin down): -0.21208 / -0.23374 Eh

---

(2)
This record from the OMol25 dataset describes 8 unconnected molecules or ions with the total composition H16O8 in a non-equilibrium geometry. The level of theory is ωB97M-V/def2-TZVPD.

Geometry as XYZ:
```
24
Properties=species:S:1:pos:R:3:forces:R:3:nbo_charge:R:1
O 1.26321 -1.09625 -3.06875 0.5 0.3 0.1 -0.95
H 1.64121 -1.84025 -3.52575 0.6 -0.4 -0.2 0.47
H 0.34321 -1.25625 -3.21475 -1.2 0.1 0.1 0.48
O -0.32179 -0.00125 -0.18275 -0.4 0.3 -0.1 -0.99
H 0.34421 0.38875 -0.75975 0.3 0.1 0.0 0.50
H -0.73779 0.77575 0.23325 0.0 -0.3 -0.2 0.49
O -2.42879 -0.52025 2.57125 1.0 0.9 -1.3 -0.93
H -2.31979 0.24375 1.95625 0.2 -0.9 0.6 0.47
H -3.27479 -0.33425 2.93425 -1.2 0.0 0.7 0.46
O 2.31121 -1.44525 -0.31175 0.8 -0.5 1.5 -0.94
H 2.79421 -2.25825 -0.48375 0.0 0.0 0.2 0.46
H 1.99421 -1.19325 -1.15275 -0.7 0.5 -1.7 0.48
O 1.02021 -0.04225 2.32825 -0.1 0.2 0.2 -0.97
H 0.60221 -0.32525 1.48625 0.5 0.5 0.4 0.50
H 1.24221 0.90275 2.27925 -0.2 -0.7 -0.4 0.45
O -1.70179 -2.37425 -1.00275 -0.1 -0.2 -0.4 -0.99
H -1.12279 -1.58925 -0.93675 -0.7 -0.3 0.8 0.50
H -2.32479 -2.42925 -0.25875 0.7 0.5 -0.3 0.48
O 1.62821 1.94775 -0.95275 -1.6 0.1 0.5 -0.95
H 1.25921 2.83575 -0.89375 0.0 -0.1 0.0 0.47
H 2.50921 2.06975 -1.23775 1.6 0.0 -0.5 0.48
O -1.61979 2.12475 1.23225 0.4 -1.3 0.8 -0.94
H -1.82179 2.96075 0.90525 -1.1 2.1 -2.0 0.47
H -1.27879 2.45575 2.05625 0.6 -0.8 1.2 0.48
```
Positions in Å, forces in eV/Å.

Output
- Total charge: 0
- SMILES: O.O.O.O.O.O.O.O
- Frontier orbital gap: 9.9 eV
- HOMO level: -10.05 eV
- E_LUMO: -0.00654 Eh

---

(3)
This record from the OMol25 dataset describes 15 unconnected molecules or ions with the total composition C60H120O30S15 in a non-equilibrium geometry. The level of theory is ωB97M-V/def2-TZVPD.

Geometry as XYZ:
```
225
Properties=species:S:1:pos:R:3:forces:R:3:lowdin_charge:R:1
C -1.45607 -4.14717 0.26212 -1.2 -1.0 -0.7 -0.22
C -2.55350 -5.22925 0.46933 -0.6 -1.0 -0.7 -0.17
C -4.00786 -4.62282 0.74257 1.4 0.5 -1.7 -0.16
S -3.71564 -2.84604 0.93777 2.0 0.2 0.0 0.71
O -4.27044 -2.29121 2.15216 -0.4 -0.2 -0.1 -0.33
O -3.97825 -2.16514 -0.32774 0.0 -0.5 0.6 -0.33
C -1.89420 -3.06455 1.17378 -0.3 1.2 1.2 -0.24
H -1.42316 -3.98265 -0.84040 0.3 0.6 0.9 0.12
H -0.52625 -4.52688 0.65743 0.4 -0.2 -0.3 0.11
H -2.22465 -5.94919 1.23100 -0.4 0.5 0.3 0.11
H -2.61266 -5.83303 -0.44853 -0.1 0.2 0.3 0.08
H -4.47145 -4.98870 1.61539 -0.5 -0.4 1.0 0.08
H -4.69301 -4.70706 -0.12885 0.6 -0.1 0.6 0.08
H -1.73868 -3.43977 2.21148 -0.5 0.0 -0.5 0.11
H -1.33744 -2.11873 1.20736 -0.5 0.1 -0.5 0.08
C 3.88702 0.70900 4.68178 0.7 0.5 0.5 -0.22
C 4.29900 1.28578 3.34333 -0.8 -0.4 0.1 -0.23
C 5.72561 0.92767 3.05518 1.1 0.1 -0.3 -0.20
S 6.14646 -0.49070 4.12102 0.5 -1.2 -1.4 0.71
O 7.14146 -0.12194 5.09215 0.1 0.2 0.1 -0.32
O 6.42133 -1.66872 3.27056 -0.5 1.2 1.0 -0.36
C 4.54388 -0.62729 4.89365 -0.2 -1.6 -0.2 -0.23
H 2.81432 0.62037 4.58463 -0.3 0.2 1.1 0.09
H 4.31982 1.37917 5.47043 -1.1 -0.4 -0.3 0.14
H 4.10940 2.34253 3.42298 0.1 0.3 -0.6 0.08
H 3.58001 0.82002 2.65804 0.5 0.3 -0.5 0.12
H 6.48117 1.69300 3.32618 -0.6 -0.3 -0.1 0.12
H 5.86123 0.63901 2.00695 0.2 -0.1 0.3 0.09
H 4.61689 -0.85155 5.96098 0.4 -0.1 -0.2 0.11
H 4.14192 -1.53480 4.36723 -0.3 1.0 0.3 0.11
C -6.24438 -3.66401 -3.91454 1.4 -0.5 0.3 -0.20
C -6.03623 -4.80709 -4.96883 1.3 0.8 0.6 -0.15
C -4.46791 -5.13964 -4.95747 -1.8 -0.8 -0.2 -0.21
S -3.83803 -4.77655 -3.36217 -1.5 2.2 1.2 0.66
O -2.79203 -3.80158 -3.58011 0.2 0.1 0.3 -0.33
O -3.57824 -5.92130 -2.54664 0.5 -1.1 0.1 -0.32
C -5.39386 -4.00176 -2.63937 -0.9 -1.6 -2.5 -0.18
H -7.27537 -3.52773 -3.66790 -0.7 -0.1 0.2 0.10
H -5.89062 -2.68231 -4.25817 -0.1 -0.5 -0.3 0.09
H -6.26301 -4.39810 -5.95706 -0.2 -0.5 0.1 0.11
H -6.66043 -5.69479 -4.71747 0.6 0.6 -0.3 0.12
H -3.88291 -4.49972 -5.61844 -0.2 -0.2 -0.3 0.06
H -4.30831 -6.21351 -5.11203 0.2 0.3 -0.2 0.11
H -5.33034 -3.14720 -2.03034 0.9 0.9 0.9 0.06
H -5.87874 -4.82651 -2.10376 0.3 0.1 0.0 0.10
C 5.11881 -5.43325 -0.58630 1.0 0.8 -0.2 -0.23
C 6.39366 -4.91526 0.02868 1.4 0.8 0.7 -0.23
C 6.09384 -3.90681 1.14768 -0.6 0.7 -0.3 -0.19
S 4.52566 -3.03295 0.60019 -0.5 -1.8 0.5 0.73
O 4.75577 -1.71480 0.04030 0.0 -0.4 0.3 -0.34
O 3.47581 -3.20936 1.62200 1.2 0.4 -0.9 -0.36
C 4.19333 -4.26217 -0.76375 -1.5 0.7 -0.1 -0.22
H 4.67016 -6.10664 0.11841 -0.3 -0.9 -0.1 0.11
H 5.49142 -5.84674 -1.53381 -1.0 -0.5 0.2 0.13
H 6.96508 -4.42326 -0.75594 0.2 0.1 0.0 0.11
H 7.01636 -5.74500 0.39245 -0.1 0.3 0.0 0.12
H 6.81954 -3.17344 1.51660 0.0 0.0 -0.8 0.09
H 5.83712 -4.40969 2.05005 -0.7 -0.6 0.7 0.07
H 4.30302 -3.66685 -1.68306 0.2 -0.3 0.2 0.10
H 3.13885 -4.63811 -0.72617 0.9 0.9 0.2 0.08
C 1.93015 -5.52378 -5.91014 -0.8 1.4 2.0 -0.16
C 0.63176 -6.16461 -5.30784 -0.3 0.1 -2.1 -0.24
C -0.03630 -5.28847 -4.30060 -0.3 1.0 0.2 -0.23
S 1.35292 -4.43345 -3.49740 -0.4 0.0 0.8 0.71
O 1.56444 -4.94529 -2.14357 -0.1 0.3 -1.1 -0.35
O 1.16505 -2.99976 -3.68196 0.3 -0.7 0.1 -0.33
C 2.68713 -5.00615 -4.62330 -1.2 -0.1 -0.6 -0.20
H 1.65731 -4.61634 -6.52357 0.3 -1.2 0.4 0.13
H 2.47799 -6.27852 -6.45013 0.3 0.1 -0.3 0.10
H 0.80567 -7.11557 -4.85079 0.6 -0.7 0.1 0.11
H -0.05315 -6.33932 -6.15401 0.1 -0.1 0.3 0.12
H -0.68120 -5.84524 -3.60488 0.5 0.3 0.1 0.11
H -0.65791 -4.48434 -4.73028 0.4 -0.3 0.1 0.08
H 3.26441 -5.76094 -4.12501 0.0 -0.6 0.3 0.09
H 3.31028 -4.14454 -4.73906 0.3 0.6 -0.4 0.08
C 2.48434 7.66019 2.36862 0.3 0.2 0.6 -0.21
C 3.52978 7.72173 3.54262 -1.3 -0.6 0.5 -0.16
C 3.33651 6.38295 4.37164 0.0 0.5 -0.3 -0.20
S 3.22869 5.14897 3.06323 -1.8 0.5 -0.4 0.71
O 2.14292 4.18975 3.23368 0.6 0.5 0.2 -0.32
O 4.53829 4.60046 2.84103 0.7 0.1 0.0 -0.33
C 2.74352 6.33162 1.72722 0.4 -1.3 -0.3 -0.24
H 2.58077 8.49662 1.66227 0.3 -0.3 0.2 0.12
H 1.44586 7.69014 2.70680 0.1 0.1 0.4 0.11
H 3.31455 8.58007 4.20975 0.6 -0.4 -0.5 0.12
H 4.53881 7.70130 3.09114 -0.4 0.4 0.5 0.12
H 2.46217 6.33689 5.05748 0.3 0.2 -0.8 0.09
H 4.21694 6.10347 4.94088 0.2 0.1 0.0 0.09
H 1.92602 5.86475 1.18991 -0.3 -0.1 0.2 0.08
H 3.54644 6.30928 1.00174 0.4 0.2 0.0 0.08
C -1.40053 4.21275 2.93889 -0.7 -0.6 0.5 -0.20
C -0.73395 3.18740 3.94245 -1.5 -0.7 -0.9 -0.19
C -0.27067 3.87431 5.20359 -0.2 0.4 0.1 -0.23
S -0.78165 5.57267 5.03682 -0.3 -1.2 -1.1 0.66
O 0.22004 6.44636 5.56635 0.2 1.0 0.7 -0.33
O -2.18428 5.61215 5.36991 0.0 0.6 0.9 -0.30
C -0.80842 5.55070 3.29221 1.5 0.5 -1.6 -0.27
H -2.50061 4.13349 3.00464 0.5 0.5 0.3 0.11
H -1.19463 4.00662 1.90256 0.3 -0.5 -0.3 0.07
H 0.13287 2.74010 3.49171 0.2 -0.3 -0.4 0.08
H -1.49484 2.38712 4.15759 0.9 0.6 -0.2 0.12
H 0.79031 3.78665 5.36582 0.4 0.2 -0.1 0.09
H -0.79014 3.54287 6.07165 -0.4 -0.4 0.8 0.09
H 0.23023 5.50992 2.89467 -0.3 0.0 0.7 0.08
H -1.18335 6.47505 2.84602 -0.7 -0.2 0.4 0.12
C -0.43489 -0.98297 -1.44573 0.3 -0.1 0.1 -0.20
C 0.75816 -1.41464 -0.57221 -0.3 1.0 1.7 -0.16
C 1.06633 -0.31174 0.49489 1.8 1.3 -1.7 -0.19
S -0.23224 0.90061 0.37336 0.4 1.9 -1.1 0.69
O 0.18320 2.30488 0.58458 -0.1 -2.1 -0.3 -0.33
O -1.37374 0.42572 1.09802 -0.8 -0.5 1.1 -0.32
C -0.61428 0.53278 -1.34480 -0.1 -0.7 0.0 -0.20
H -1.35108 -1.50277 -1.15812 0.1 0.0 -0.1 0.10
H -0.12006 -1.25744 -2.44763 -0.6 0.0 -0.3 0.09
H 1.63967 -1.59587 -1.16170 0.3 -0.1 -0.2 0.10
H 0.52694 -2.27375 0.03287 0.0 -0.7 -0.3 0.09
H 2.02489 0.24546 0.23709 -1.2 -0.7 0.2 0.09
H 1.20101 -0.64313 1.49372 -0.3 -0.4 1.0 0.07
H 0.11812 0.96566 -2.00504 0.2 0.7 -0.1 0.10
H -1.63214 0.84674 -1.60513 0.4 0.3 0.2 0.08
C -2.40648 -0.67636 -4.87291 -2.0 1.5 -1.2 -0.19
C -3.98698 -0.98992 -5.03688 2.6 -0.5 0.8 -0.18
C -4.15584 -0.82993 -6.53021 0.1 -0.2 0.5 -0.23
S -2.78926 -1.77244 -7.26438 0.2 -0.3 -0.2 0.73
O -2.34818 -1.22016 -8.53399 -0.2 -0.2 0.9 -0.34
O -3.16846 -3.19162 -7.23726 0.2 1.1 0.1 -0.35
C -1.60649 -1.48303 -5.85779 -0.7 -1.0 -0.4 -0.19
H -2.07830 -0.91149 -3.90416 0.4 0.1 1.4 0.08
H -2.35059 0.41373 -5.11487 0.4 -0.7 0.5 0.11
H -4.53380 -0.22785 -4.47216 0.0 -0.4 -0.1 0.10
H -4.11246 -2.03758 -4.62541 -0.2 1.3 -0.8 0.09
H -4.20526 0.21508 -6.81032 0.7 0.3 -0.1 0.11
H -5.07959 -1.21160 -6.85313 -1.1 -1.0 -0.8 0.08
H -0.64982 -1.05355 -6.16696 -0.4 -0.1 -0.2 0.11
H -1.47985 -2.48416 -5.41226 0.2 0.3 -0.4 0.07
C 2.93180 -7.11281 3.88171 0.1 0.2 0.2 -0.23
C 3.49945 -5.72585 4.23074 0.4 -0.8 -1.3 -0.19
C 2.37484 -4.75789 4.17455 -1.2 0.1 0.8 -0.24
S 0.84981 -5.61906 4.56814 0.9 -2.8 -1.6 0.67
O -0.07774 -5.69119 3.46202 0.0 0.6 -0.1 -0.33
O 0.36497 -5.28727 5.86174 -0.5 0.9 1.4 -0.32
C 1.67774 -7.27125 4.64980 -2.5 -0.3 1.9 -0.23
H 3.61001 -7.90809 4.13518 0.5 -0.3 -0.2 0.11
H 2.67624 -7.13542 2.83671 0.1 -0.2 -0.6 0.12
H 4.27375 -5.46639 3.47489 -0.3 0.1 0.8 0.12
H 3.87374 -5.76295 5.20990 1.0 0.0 1.3 0.10
H 2.30913 -4.40280 3.20489 -0.5 1.1 -1.9 0.05
H 2.32587 -3.95293 4.87802 0.6 0.6 0.3 0.09
H 0.91838 -8.01856 4.31133 0.7 0.7 -0.2 0.11
H 1.75037 -7.49543 5.75350 0.5 0.4 -1.0 0.12
C -4.24994 5.31010 -5.03084 -0.3 -1.3 -1.0 -0.18
C -3.21690 4.72749 -6.06261 -0.1 0.9 0.8 -0.18
C -2.43587 3.55795 -5.44870 0.2 1.2 0.8 -0.20
S -3.36010 3.10907 -3.95936 1.9 -0.8 -0.1 0.70
O -2.43365 2.71517 -2.86473 -1.7 0.1 -1.5 -0.35
O -4.46033 2.28045 -4.42003 0.3 -0.4 0.6 -0.31
C -3.95436 4.69719 -3.69573 0.6 1.2 0.5 -0.26
H -5.26261 5.09619 -5.37469 0.0 -0.1 0.2 0.12
H -4.12554 6.35929 -5.06436 0.0 1.1 0.5 0.10
H -2.55622 5.57958 -6.22209 0.4 -0.4 -0.4 0.11
H -3.73023 4.51105 -6.98236 0.0 -0.4 -0.4 0.10
H -1.44792 3.91073 -5.12717 -0.2 -0.2 0.0 0.09
H -2.35307 2.72229 -6.09145 0.1 -1.0 -0.5 0.08
H -3.16452 5.19244 -3.16040 0.8 0.4 -0.1 0.10
H -4.70068 4.64646 -2.96338 -1.6 -0.2 0.8 0.07
C -1.10008 -1.14689 6.82001 -0.7 -0.9 -0.1 -0.21
C -2.24691 -1.04183 5.77966 -0.6 -0.4 1.2 -0.19
C -1.74825 -1.10778 4.33828 -0.1 2.2 0.0 -0.21
S 0.02721 -1.27546 4.41292 -2.9 -2.2 0.8 0.65
O 0.51335 0.04337 4.40546 2.0 2.4 -0.2 -0.29
O 0.41285 -2.27964 3.44503 0.8 0.3 0.3 -0.31
C -0.00703 -1.90536 6.12827 -0.2 -1.1 -1.1 -0.22
H -1.42904 -1.72787 7.72512 0.3 0.7 -0.8 0.14
H -0.77928 -0.17566 7.09633 0.4 1.0 0.5 0.09
H -2.94787 -0.28810 6.12454 0.3 1.0 -0.8 0.11
H -2.89438 -1.87758 5.95856 -0.1 -1.0 -0.2 0.10
H -1.97695 -0.21360 3.68734 0.4 -0.8 0.8 0.12
H -2.12740 -1.94729 3.83996 -0.6 -1.2 -0.7 0.05
H 0.96190 -1.86233 6.59941 0.4 -0.1 0.0 0.11
H -0.37364 -2.94509 5.96469 0.7 0.4 0.3 0.10
C 0.40674 7.34279 -0.74332 -0.2 -0.4 -1.2 -0.20
C -0.40242 6.05508 -0.61892 0.1 -0.2 0.5 -0.21
C 0.19699 5.02762 -1.56071 -2.7 -0.2 -0.9 -0.20
S 0.49998 5.98209 -3.04851 0.6 -0.3 -0.7 0.70
O -0.63819 5.90402 -3.96745 0.4 0.2 0.9 -0.34
O 1.81169 5.66863 -3.58377 -0.5 -0.1 0.0 -0.33
C 0.61497 7.60274 -2.24128 0.0 -0.2 -0.5 -0.20
H 1.40795 7.10942 -0.40522 0.1 0.5 0.8 0.09
H -0.14076 8.16894 -0.28610 0.7 0.0 0.3 0.13
H -1.45910 6.16193 -0.81976 -0.3 0.4 -0.5 0.12
H -0.41914 5.74083 0.40984 0.3 -0.5 0.5 0.09
H -0.56689 4.25187 -1.80434 0.6 0.4 0.0 0.11
H 1.07737 4.53937 -1.27820 1.5 -0.3 0.7 0.06
H -0.19160 8.19123 -2.67117 0.2 0.3 -0.1 0.10
H 1.63524 7.94383 -2.51567 -0.8 0.1 0.2 0.12
C -5.36841 0.76821 0.81920 -1.6 0.3 -0.6 -0.23
C -5.50132 1.52594 2.12566 1.5 0.3 0.0 -0.21
C -5.64168 2.99729 1.66009 1.3 0.0 0.5 -0.18
S -4.57348 3.17381 0.10319 -0.1 -0.2 2.5 0.71
O -3.37661 3.93744 0.42464 -0.5 -0.6 -0.4 -0.34
O -5.43227 3.65798 -0.93750 -0.3 0.0 -0.9 -0.33
C -4.25423 1.38905 -0.00902 -0.6 1.0 1.1 -0.20
H -6.36849 1.00453 0.41231 0.4 -0.5 -0.8 0.12
H -5.28331 -0.30535 0.88850 0.2 -0.2 0.2 0.08
H -4.55919 1.39972 2.70077 -0.5 0.2 0.0 0.12
H -6.32384 1.11327 2.71468 0.0 0.4 0.0 0.12
H -5.31216 3.72427 2.41598 0.2 -0.2 -0.4 0.10
H -6.62650 3.27856 1.36298 -0.8 -0.1 -0.4 0.08
H -3.35431 1.27105 0.56102 0.8 -0.2 -0.1 0.06
H -4.15697 1.09291 -1.02386 0.0 -0.3 -0.9 0.09
C 3.75085 1.57618 -1.64643 -0.2 1.4 1.0 -0.16
C 3.85828 1.90471 -0.10989 0.9 1.3 -1.7 -0.18
C 4.77304 3.16286 0.11574 1.2 -2.4 -2.0 -0.20
S 4.52560 4.17088 -1.29237 -1.9 1.2 -1.1 0.70
O 5.75469 4.40973 -1.99070 0.8 0.4 0.3 -0.31
O 3.62862 5.30333 -1.00058 0.9 -1.1 -0.1 -0.35
C 3.63716 2.95216 -2.30227 0.1 0.2 0.7 -0.20
H 2.77997 1.15932 -1.84149 -0.2 -1.0 0.0 0.09
H 4.54799 0.91149 -1.98273 0.0 0.3 -0.2 0.12
H 4.39513 1.12833 0.36188 -0.3 -1.2 1.0 0.07
H 2.85146 2.13042 0.20295 -0.2 -0.1 0.8 0.09
H 5.84758 2.89892 -0.06916 -0.8 -0.2 0.4 0.13
H 4.70424 3.54755 1.08352 -0.4 1.1 1.2 0.04
H 3.98676 3.01722 -3.30060 0.7 0.2 -0.9 0.10
H 2.63025 3.33948 -2.33768 -0.5 -0.2 0.2 0.07
```
Positions in Å, forces in eV/Å.

Output
- Total charge: 0
- Frontier orbital gap: 9.9 eV
- HOMO level: -9.82 eV
- E_LUMO: 0.00161 Eh